{
  "formula": "C72H152N8O8",
  "method": "ωB97M-V with the def2-TZVPD basis set",
  "total_charge": 0,
  "de_lowest_ev": 5.005,
  "homo_energy_ev": -7.83,
  "molar_mass_g_mol": 1258.056,
  "orbital_gap_ha": 0.30598,
  "symbols": ["C", "C", "C", "C", "C", "C", "C", "C", "C", "N", "O", "H", "H", "H", "H", "H", "H", "H", "H", "H", "H", "H", "H", "H", "H", "H", "H", "H", "H", "H", "C", "C", "C", "C", "C", "C", "C", "C", "C", "N", "O", "H", "H", "H", "H", "H", "H", "H", "H", "H", "H", "H", "H", "H", "H", "H", "H", "H", "H", "H", "C", "C", "C", "C", "C", "C", "C", "C", "C", "N", "O", "H", "H", "H", "H", "H", "H", "H", "H", "H", "H", "H", "H", "H", "H", "H", "H", "H", "H", "H", "C", "C", "C", "C", "C", "C", "C", "C", "C", "N", "O", "H", "H", "H", "H", "H", "H", "H", "H", "H", "H", "H", "H", "H", "H", "H", "H", "H", "H", "H", "C", "C", "C", "C", "C", "C", "C", "C", "C", "N", "O", "H", "H", "H", "H", "H", "H", "H", "H", "H", "H", "H", "H", "H", "H", "H", "H", "H", "H", "H", "C", "C", "C", "C", "C", "C", "C", "C", "C", "N", "O", "H", "H", "H", "H", "H", "H", "H", "H", "H", "H", "H", "H", "H", "H", "H", "H", "H", "H", "H", "C", "C", "C", "C", "C", "C", "C", "C", "C", "N", "O", "H", "H", "H", "H", "H", "H", "H", "H", "H", "H", "H", "H", "H", "H", "H", "H", "H", "H", "H", "C", "C", "C", "C", "C", "C", "C", "C", "C", "N", "O", "H", "H", "H", "H", "H", "H", "H", "H", "H", "H", "H", "H", "H", "H", "H", "H", "H", "H", "H"],
  "xyz": [[4.704655, -5.878118, 5.629036], [3.911748, -5.872000, 4.360946], [2.609109, -6.684183, 4.626976], [3.417658, -4.475640, 4.019893], [4.425275, -3.510237, 3.401653], [5.100083, -4.144792, 2.231179], [5.623582, -5.619935, 2.440309], [5.988703, -6.226738, 1.075935], [6.950950, -5.623283, 3.213836], [4.601288, -6.427189, 3.134634], [4.988526, -7.753744, 3.351200], [5.501632, -5.134608, 5.569968], [4.097294, -5.547503, 6.471362], [5.233453, -6.819298, 5.780712], [1.912575, -6.180276, 5.295141], [2.060553, -6.882841, 3.705302], [3.018403, -7.638581, 4.960125], [2.710835, -4.660232, 3.206332], [2.790649, -4.020346, 4.786678], [3.845045, -2.666413, 3.025223], [5.102436, -3.148603, 4.177499], [5.921891, -3.569931, 1.799785], [4.374371, -4.013192, 1.424559], [6.270391, -7.275869, 1.166202], [6.749302, -5.703742, 0.495873], [5.153591, -6.216543, 0.372229], [7.288980, -6.650223, 3.363915], [7.017645, -5.266088, 4.240624], [7.607127, -5.171076, 2.469918], [4.434050, -8.232313, 2.729177], [-3.746145, 2.131322, 3.285773], [-3.872518, 2.600182, 1.855857], [-2.661747, 2.076105, 1.066114], [-5.083959, 1.992147, 1.280947], [-6.426560, 2.596183, 1.856051], [-6.278255, 4.098038, 1.592782], [-5.055147, 4.828711, 2.175582], [-4.945032, 6.235722, 1.478174], [-5.106412, 5.014745, 3.699434], [-3.872287, 4.026546, 1.687162], [-2.667861, 4.563409, 2.099873], [-4.727187, 1.947940, 3.724852], [-3.335556, 1.123402, 3.371336], [-3.121315, 2.824489, 3.848105], [-2.558067, 2.374708, 0.022309], [-1.694674, 2.268863, 1.534136], [-2.615079, 0.985259, 1.089180], [-5.081576, 2.069210, 0.192569], [-4.954012, 0.940997, 1.544027], [-7.271822, 2.187955, 1.302176], [-6.572739, 2.322020, 2.900429], [-7.091538, 4.597167, 2.124262], [-6.299770, 4.273666, 0.517397], [-4.755030, 6.016297, 0.427149], [-4.147488, 6.846786, 1.899329], [-5.884733, 6.781816, 1.564841], [-4.151429, 4.998222, 4.223992], [-5.743379, 4.257042, 4.160161], [-5.593427, 5.926931, 4.048623], [-2.173826, 4.769969, 1.301274], [-3.394106, -6.250098, -3.556351], [-2.124441, -6.164334, -4.309009], [-0.964157, -7.071048, -3.771374], [-2.374931, -6.702440, -5.747911], [-3.304594, -5.782764, -6.579717], [-2.851586, -4.294728, -6.510359], [-2.421840, -3.735652, -5.110241], [-1.449842, -2.563708, -5.397298], [-3.668525, -3.183963, -4.348753], [-1.663477, -4.766255, -4.368384], [-1.111573, -4.307336, -3.156486], [-3.180539, -5.907455, -2.541641], [-4.267343, -5.647701, -3.802662], [-3.707920, -7.292968, -3.485837], [-0.045377, -7.058242, -4.360809], [-0.592635, -6.762393, -2.793999], [-1.214417, -8.131425, -3.816352], [-1.391108, -6.870148, -6.188145], [-2.817365, -7.696156, -5.666538], [-3.500681, -6.104046, -7.602683], [-4.310089, -5.763468, -6.154362], [-3.700918, -3.706544, -6.861095], [-2.082265, -4.110803, -7.261757], [-1.264987, -2.095346, -4.428584], [-1.965637, -1.811495, -5.993007], [-0.495257, -2.961840, -5.739291], [-3.747628, -2.096174, -4.364193], [-3.640759, -3.422489, -3.284139], [-4.645266, -3.573925, -4.638633], [-0.208774, -4.160298, -3.449004], [2.500077, 3.483628, -8.148782], [1.746645, 3.660169, -6.835085], [0.515118, 4.544151, -7.039087], [1.465251, 2.263221, -6.185248], [2.617497, 1.542336, -5.480139], [3.230738, 2.569091, -4.453846], [3.738058, 3.878785, -5.100663], [4.065135, 4.839156, -3.927316], [5.006286, 3.595939, -5.960295], [2.618833, 4.396158, -5.871787], [2.833078, 5.716438, -6.279066], [1.780119, 3.200688, -8.919970], [2.903709, 4.444515, -8.468354], [3.259711, 2.703905, -8.182181], [-0.354927, 4.001823, -7.411387], [0.175083, 5.072543, -6.148389], [0.781642, 5.262623, -7.814651], [0.595942, 2.126905, -5.538815], [1.135641, 1.647315, -7.026118], [2.259473, 0.664217, -4.943754], [3.345016, 1.257173, -6.240770], [4.088671, 2.101296, -3.969595], [2.438306, 2.833250, -3.752579], [4.839689, 4.401735, -3.298121], [3.133299, 5.068712, -3.411086], [4.486477, 5.715769, -4.420023], [5.789509, 3.099647, -5.387766], [5.345586, 4.517959, -6.433973], [4.750301, 2.969441, -6.814264], [2.090892, 6.160690, -5.859869], [2.424771, 0.929923, -0.893717], [2.062510, -0.050834, 0.190717], [2.926731, 0.220719, 1.482193], [0.522021, 0.093734, 0.617652], [-0.451301, -0.467413, -0.393467], [-0.114747, -1.956440, -0.555850], [1.337695, -2.272196, -1.058317], [1.509397, -3.753690, -0.688941], [1.443661, -2.104197, -2.565395], [2.331689, -1.406400, -0.358547], [3.684571, -1.731893, -0.562753], [3.222737, 0.508728, -1.508227], [1.639984, 1.103347, -1.632002], [2.905755, 1.850304, -0.557628], [2.874113, 1.203342, 1.952354], [2.708846, -0.493273, 2.276904], [3.958149, 0.111928, 1.143059], [0.268948, -0.315610, 1.596401], [0.386778, 1.176186, 0.660068], [-1.481183, -0.349384, -0.059058], [-0.261727, 0.065678, -1.326952], [-0.789611, -2.407958, -1.283777], [-0.249869, -2.371478, 0.443773], [1.544282, -3.880758, 0.393299], [2.410190, -4.174195, -1.139105], [0.683940, -4.349171, -1.080962], [1.149146, -1.089456, -2.832166], [0.852201, -2.855932, -3.084838], [2.469563, -2.335525, -2.854883], [3.907297, -2.261485, 0.208110], [-0.110495, 1.172792, 4.530865], [0.974154, 1.608767, 5.555938], [0.519394, 1.614590, 7.014603], [2.047414, 0.542658, 5.391622], [3.334940, 0.930649, 6.049218], [3.839476, 2.263570, 5.386896], [2.836802, 3.442090, 5.678923], [2.909906, 4.032863, 7.055742], [3.302148, 4.529052, 4.683512], [1.494131, 2.978685, 5.185104], [0.434638, 3.945064, 5.271924], [-0.458413, 0.145013, 4.641462], [-1.038348, 1.747144, 4.522248], [0.235281, 1.316485, 3.506333], [1.315549, 1.887291, 7.706670], [-0.336924, 2.275669, 7.146626], [0.235018, 0.616264, 7.352322], [1.593285, -0.372071, 5.773271], [2.278195, 0.413737, 4.333247], [3.332162, 1.003897, 7.137501], [4.080713, 0.156555, 5.857763], [4.051731, 1.977527, 4.356899], [4.789355, 2.545385, 5.843631], [2.034398, 4.598802, 7.374007], [3.796015, 4.663542, 7.130631], [3.009205, 3.274203, 7.834198], [4.335346, 4.796713, 4.909091], [2.713418, 5.446607, 4.736242], [3.303053, 4.202490, 3.643322], [0.737630, 4.736900, 4.818962], [-7.255357, -5.071532, 0.331610], [-5.847752, -4.480339, 0.195034], [-4.856656, -5.545040, -0.351773], [-6.030654, -3.338661, -0.840634], [-4.924977, -2.236213, -0.808418], [-4.650938, -1.759060, 0.605843], [-4.385036, -2.865261, 1.649924], [-2.963745, -3.451976, 1.398377], [-4.528433, -2.279212, 3.073435], [-5.452828, -3.919741, 1.491283], [-5.447802, -4.917371, 2.455876], [-7.965660, -4.437413, 0.862062], [-7.708529, -5.188833, -0.653493], [-7.117160, -6.056421, 0.779020], [-5.230182, -6.028047, -1.256191], [-3.861170, -5.139110, -0.528464], [-4.643436, -6.441313, 0.233946], [-5.879162, -3.654260, -1.875638], [-7.018507, -2.881867, -0.911592], [-3.990831, -2.731018, -1.081372], [-5.236101, -1.461012, -1.507491], [-5.578455, -1.259880, 0.894538], [-3.846014, -1.047811, 0.415982], [-2.681512, -3.741842, 0.386258], [-3.066214, -4.441421, 1.850699], [-2.107730, -2.955983, 1.855450], [-3.793080, -1.488551, 3.231593], [-4.207515, -3.038355, 3.789441], [-5.489146, -1.938256, 3.457591], [-6.340684, -4.952406, 2.810129], [3.147164, 4.687113, 0.510303], [1.825393, 5.545757, 0.272060], [1.072419, 5.736950, 1.580283], [2.284111, 6.901560, -0.275221], [1.238427, 7.688328, -0.957991], [0.590204, 6.855084, -2.040402], [0.000302, 5.457676, -1.516978], [-1.362233, 5.734830, -0.869025], [-0.092070, 4.646875, -2.813232], [0.921526, 4.792638, -0.609790], [0.360629, 3.609053, -0.126779], [3.695861, 5.127975, 1.343719], [2.884471, 3.682271, 0.844028], [3.792027, 4.608464, -0.364270], [0.113622, 6.253558, 1.623318], [0.854518, 4.827534, 2.143505], [1.751413, 6.279563, 2.242782], [2.671219, 7.535766, 0.524174], [3.129440, 6.784289, -0.955210], [0.505702, 8.212034, -0.343154], [1.753844, 8.458714, -1.535509], [1.345607, 6.730003, -2.816710], [-0.197216, 7.530508, -2.377129], [-1.748412, 4.757870, -0.572807], [-2.005604, 6.309077, -1.535417], [-1.384785, 6.286842, 0.071684], [-0.698471, 5.155247, -3.565040], [-0.551391, 3.660777, -2.717019], [0.857649, 4.424736, -3.301963], [0.888228, 2.931234, -0.560410]],
  "atomic_forces_ev_per_a": [[1.4, 0.6, 0.2], [-1.1, 0.2, -0.7], [1.2, -0.6, -0.9], [-0.4, 0.1, -1.7], [-0.2, 0.2, 1.3], [0.4, -0.8, -0.8], [0.2, 0.5, 0.7], [-1.1, -0.4, -0.7], [0.4, -0.5, -0.4], [-1.9, 1.4, -0.1], [0.5, -0.2, 0.1], [0.0, 0.1, 0.0], [-0.1, -0.5, 0.1], [-0.4, -0.2, 0.3], [0.4, -0.2, 0.4], [0.1, 0.1, -0.2], [-0.8, -0.2, 0.5], [-0.3, 0.0, -0.1], [0.4, -0.1, 0.4], [0.2, 0.3, 0.2], [0.2, 0.1, -0.1], [0.4, 0.1, 0.6], [-0.3, -1.1, -0.3], [0.2, 0.1, 0.2], [0.3, 0.2, 0.6], [-0.4, 0.0, 0.3], [-0.1, -0.2, -0.5], [-0.3, 0.9, -0.4], [0.7, 0.3, 0.8], [0.0, -0.2, 0.0], [0.0, -0.5, 0.9], [1.7, -0.2, -0.2], [1.0, -0.9, 0.3], [-2.1, -0.8, 0.1], [2.0, -0.2, -1.0], [-0.7, 0.4, 1.3], [1.6, 0.1, -0.7], [-0.2, -1.2, 0.2], [-0.7, -0.4, 0.7], [-1.8, 1.1, -0.9], [0.8, 0.6, 1.1], [0.0, 0.7, 0.3], [0.5, 0.0, -0.3], [-0.2, -0.1, 0.3], [-0.4, 0.3, 0.0], [-0.1, 0.7, 0.2], [-0.7, -0.2, -0.1], [-0.1, 0.1, -0.1], [-0.5, -0.2, -0.3], [0.0, 0.1, 0.0], [0.1, 0.2, 0.1], [-0.5, 0.2, -0.6], [-0.2, 0.1, 0.0], [0.1, 0.3, -0.1], [0.1, -0.1, 0.0], [-0.1, 0.0, 0.1], [0.2, -0.1, -0.4], [0.2, -0.4, 0.0], [0.0, 0.4, -0.6], [-0.1, -0.1, -0.1], [-0.6, -0.8, 2.4], [0.9, 0.0, -1.6], [0.0, 0.4, 0.2], [-0.2, 0.7, -0.4], [0.2, 0.8, 1.1], [-0.1, -0.7, -0.3], [-0.4, -0.1, -0.4], [-0.7, -0.4, 1.5], [-0.1, -0.1, 0.8], [0.4, -0.5, -2.1], [-0.5, 0.0, 0.0], [0.0, -0.2, 0.2], [0.3, 0.0, -0.9], [-0.2, 0.0, 0.1], [-0.3, 0.6, -0.6], [-0.5, -0.3, 0.3], [-0.5, 0.1, 0.5], [-0.1, 0.3, -0.4], [-0.1, 0.0, 0.2], [0.6, 0.0, -0.1], [0.0, -0.4, 0.4], [0.0, 0.2, 0.1], [0.4, -0.1, 0.2], [0.2, 0.2, 0.0], [0.4, -0.1, -0.4], [-0.1, 0.3, -0.6], [0.1, 0.1, -0.3], [0.4, 0.0, 0.1], [0.1, -0.1, -0.5], [0.2, 0.0, 0.4], [-0.8, -0.1, -0.9], [1.6, -0.5, 1.9], [-0.2, -0.2, -0.6], [-0.8, -0.9, -0.9], [0.5, 2.0, 0.2], [0.0, -0.9, -1.3], [0.1, -1.2, 0.0], [0.1, -0.1, -1.7], [-0.8, 0.3, -0.2], [-1.0, -0.2, 1.1], [0.2, 0.4, -0.5], [-0.1, 0.0, -0.1], [0.2, -0.1, 0.1], [0.1, 0.1, 0.4], [0.1, -0.3, -0.1], [0.3, -0.1, 0.2], [-0.2, 0.2, 0.1], [-0.1, 1.2, 0.3], [0.1, -0.2, -0.3], [0.0, -0.1, -0.2], [0.3, -0.2, 0.3], [-0.1, 0.0, 0.4], [0.1, -0.1, 0.3], [-0.2, -0.1, 0.2], [0.2, 0.1, 0.3], [-0.1, 0.3, 0.5], [0.1, 0.2, 0.0], [0.3, 0.1, 0.3], [0.0, -0.3, 0.2], [0.1, 0.4, 0.0], [1.0, 0.5, -0.9], [-0.9, -0.5, 1.1], [0.2, -0.7, -1.0], [1.0, 0.6, -0.7], [1.2, -0.6, -0.4], [0.4, 1.0, -0.3], [-0.4, 0.2, 0.9], [0.6, 0.0, -0.2], [0.4, -0.3, 0.2], [-1.7, -0.7, 1.6], [-0.4, 0.3, -0.4], [0.1, -0.3, 0.1], [-0.3, 0.3, 0.2], [-0.6, 0.3, 0.2], [-0.5, 0.3, -0.5], [0.0, -0.3, -0.2], [0.2, -0.1, 0.3], [0.5, -0.1, 0.2], [-0.1, 0.1, 0.4], [0.0, 0.1, -0.2], [-0.5, 0.0, -0.2], [-0.1, -0.3, 0.2], [0.0, -0.5, -0.1], [0.0, 0.0, 0.0], [0.2, 0.0, 0.1], [-0.2, 0.1, 0.0], [0.1, -0.1, -0.4], [-0.3, 0.4, 0.0], [0.1, 0.4, -0.1], [0.2, -0.1, 0.1], [-0.8, 0.9, 0.0], [-0.5, 0.8, -0.3], [-0.6, -0.4, 0.2], [0.1, 0.6, 0.1], [1.5, 0.5, -0.1], [-0.8, -1.0, 2.2], [-0.4, -0.4, -2.8], [0.3, -0.5, 1.3], [0.0, 0.3, -0.1], [0.7, -1.1, -1.1], [0.2, -0.5, 1.1], [0.4, -0.2, 0.3], [0.1, 0.4, 0.5], [0.5, -0.2, 0.1], [0.0, 0.3, -0.2], [0.1, 0.1, 0.1], [-0.3, -0.1, -0.2], [0.3, -0.2, 0.0], [-0.2, -0.1, -0.1], [-0.4, 0.2, 0.1], [0.1, -0.1, -0.1], [-0.4, 0.8, -0.3], [0.1, 0.0, 0.0], [-0.1, 0.2, -0.5], [-0.1, 0.1, 0.1], [0.1, -0.2, 0.0], [0.0, 0.1, 0.1], [0.0, 0.1, 0.1], [-0.3, -0.3, 0.1], [0.2, -0.2, -0.4], [0.4, -0.8, -0.2], [-0.2, 0.5, -0.8], [0.1, -0.4, -0.2], [1.7, 1.1, -1.0], [-0.5, -2.0, 1.1], [-1.5, 0.4, -0.6], [-0.1, 0.0, -0.9], [-0.5, -1.4, 0.9], [1.3, -0.7, 0.4], [-0.7, 2.0, -0.9], [0.9, -0.6, 0.5], [0.3, 0.0, 0.4], [0.2, -0.3, -0.1], [-0.6, 0.0, 0.2], [-0.1, 0.6, -0.4], [-0.2, 0.3, -0.3], [-0.4, 0.3, 0.9], [-0.3, -1.1, 0.1], [-0.1, 0.0, 0.9], [0.0, 0.2, -0.8], [0.5, 0.2, 0.1], [0.2, 0.5, 0.4], [0.2, 0.1, 1.2], [-0.4, 0.7, -0.3], [0.5, -0.1, 0.4], [-0.3, 0.3, 0.1], [-0.1, 0.3, -0.3], [0.0, -0.2, 0.0], [-0.3, 0.0, -0.8], [-0.1, 0.3, 0.1], [-1.3, 0.4, 0.6], [-0.1, -1.5, 0.9], [0.8, 0.2, 2.0], [0.4, -0.1, 0.5], [-0.1, 0.6, -1.3], [-0.4, -0.4, 1.4], [0.8, 1.9, -1.0], [-0.2, -0.5, 0.2], [-0.9, -0.8, -0.4], [1.4, 1.2, -2.5], [0.1, 0.1, 0.7], [0.2, 0.2, -0.1], [-0.1, -0.1, -0.1], [-0.2, 0.2, -0.1], [0.1, 0.3, -0.8], [0.2, -0.5, -0.4], [-0.1, 0.2, 0.2], [0.2, -0.5, 0.4], [-0.1, -0.3, -0.2], [0.0, -0.3, 0.4], [0.0, 0.5, 0.3], [-0.2, -0.4, -0.2], [-0.4, -0.7, -0.7], [-0.6, 0.0, -0.5], [-0.3, -0.5, -0.2], [0.7, 0.4, -0.1], [-0.1, 0.2, 0.1], [-0.2, 0.0, 0.4], [0.3, 0.4, 0.3], [0.0, -0.2, 0.0]],
  "lowdin_charge": [-0.040, -0.513, -0.036, -0.151, -0.184, -0.132, -0.476, -0.046, -0.035, -0.100, -0.019, 0.063, 0.094, 0.092, 0.085, 0.082, 0.077, 0.114, 0.125, 0.097, 0.112, 0.122, 0.098, 0.080, 0.085, 0.080, 0.083, 0.069, 0.081, 0.109, -0.020, -0.560, -0.026, -0.141, -0.136, -0.144, -0.463, -0.029, -0.031, -0.111, -0.021, 0.076, 0.076, 0.084, 0.093, 0.075, 0.057, 0.128, 0.097, 0.105, 0.094, 0.118, 0.120, 0.075, 0.076, 0.078, 0.079, 0.072, 0.079, 0.053, -0.050, -0.503, -0.023, -0.131, -0.156, -0.125, -0.463, -0.039, -0.032, -0.113, -0.032, 0.069, 0.076, 0.098, 0.079, 0.071, 0.084, 0.111, 0.113, 0.105, 0.096, 0.111, 0.107, 0.066, 0.089, 0.090, 0.079, 0.054, 0.074, 0.065, -0.040, -0.473, -0.025, -0.133, -0.149, -0.127, -0.515, -0.021, -0.015, -0.135, -0.021, 0.085, 0.088, 0.072, 0.088, 0.075, 0.082, 0.111, 0.110, 0.099, 0.099, 0.113, 0.096, 0.086, 0.062, 0.078, 0.084, 0.084, 0.052, 0.094, -0.043, -0.432, -0.020, -0.120, -0.172, -0.121, -0.477, -0.032, -0.014, -0.113, -0.007, 0.087, 0.076, 0.072, 0.069, 0.061, 0.078, 0.113, 0.092, 0.085, 0.105, 0.108, 0.103, 0.082, 0.082, 0.074, 0.079, 0.050, 0.091, 0.073, -0.024, -0.480, -0.023, -0.171, -0.176, -0.099, -0.492, -0.039, -0.055, -0.075, -0.019, 0.086, 0.059, 0.069, 0.064, 0.086, 0.085, 0.124, 0.095, 0.103, 0.105, 0.110, 0.116, 0.090, 0.085, 0.071, 0.085, 0.077, 0.068, 0.073, -0.046, -0.484, -0.028, -0.123, -0.179, -0.154, -0.443, -0.019, -0.028, -0.121, -0.015, 0.090, 0.084, 0.081, 0.076, 0.054, 0.085, 0.102, 0.114, 0.085, 0.117, 0.114, 0.103, 0.059, 0.082, 0.076, 0.070, 0.076, 0.086, 0.104, -0.007, -0.453, -0.035, -0.154, -0.212, -0.120, -0.465, -0.019, -0.040, -0.117, -0.008, 0.073, 0.054, 0.074, 0.077, 0.079, 0.076, 0.126, 0.119, 0.119, 0.116, 0.105, 0.116, 0.065, 0.092, 0.070, 0.082, 0.079, 0.054, 0.063]
}